(1)
A gas-phase ion, C10H14N (charge +1). Source: the Open Molecules 2025 dataset; level of theory: wB97M-V/def2-TZVPD.

Calculated values
SMILES ... CCCC[C@H]1CC1=[N+]=c1cc1
Energy above the lowest of the compared OMol25 structures with the same formula, charge and spin ... 5.0647 eV
Gap between HOMO and LUMO ... 9.39 eV
Net charge ... +1
E_HOMO ... -13.644 eV

```
25
Properties=species:S:1:pos:R:3:forces:R:3
C -3.678796 1.554110 0.509240 0.7291 -0.0545 -0.7432
C -2.933044 0.586616 -0.479030 1.4187 1.0581 4.2719
C -1.656250 0.122521 0.288557 -0.4094 -0.1291 0.1328
C -0.829445 -0.897531 -0.471683 -0.5130 -0.6229 1.4997
C 0.271690 -1.395427 0.450199 -2.3912 -1.9950 2.5406
C 1.360663 -2.299063 -0.216104 -0.1869 1.1065 0.8783
C 1.523930 -0.900561 0.197566 5.5296 3.3751 -1.4775
N 2.341288 0.144568 0.073478 -5.6470 -4.3150 1.2304
C 3.477843 0.560258 -0.128379 3.9255 0.8622 -0.3229
C 4.837433 0.814569 0.277320 -2.7307 0.8714 -1.3926
C 4.364336 1.372683 -0.843705 -0.1035 -1.1383 1.0017
H -3.386742 1.387897 1.537685 -0.1591 -0.9168 0.3548
H -4.770509 1.515882 0.460110 0.3062 0.3759 -0.2524
H -3.229342 2.545866 0.432669 -0.6772 0.3275 -0.6939
H -2.626410 0.964970 -1.372385 0.4300 1.7446 -2.5751
H -3.451094 -0.279033 -0.699396 -1.4346 -1.8248 -0.2312
H -0.891683 0.876927 0.609882 -1.1546 0.1274 -0.2798
H -2.097804 -0.291708 1.191348 0.4694 -0.3427 0.3620
H -0.297937 -0.267524 -1.168067 -0.3321 -0.6951 -1.5329
H -1.403918 -1.836642 -0.727063 0.5721 1.3803 -0.6724
H -0.054086 -1.660369 1.541172 0.7029 0.5494 -2.0366
H 1.263748 -2.616679 -1.220036 -0.2672 0.2988 -1.1387
H 1.878753 -3.040209 0.336247 0.3069 -0.4694 0.9471
H 5.496705 0.998896 1.059146 1.3507 -0.4097 1.1324
H 4.490663 2.038971 -1.638768 0.2653 0.8361 -1.0025
```
Positions in Å, forces in eV/Å.

(2)
A gas-phase ion, C10H14N (charge +1). Source: the Open Molecules 2025 dataset; level of theory: wB97M-V/def2-TZVPD.

Calculated values
SMILES ... CC1(C)[NH2+][C@@H]1c1ccccc1
Energy above the lowest of the compared OMol25 structures with the same formula, charge and spin ... 1.2683 eV
Gap between HOMO and LUMO ... 9.61 eV
Net charge ... +1
E_HOMO ... -12.679 eV

```
25
Properties=species:S:1:pos:R:3:forces:R:3
C -2.915191 0.395277 -0.309877 -0.8125 -0.0081 1.7072
C -1.534860 0.418615 0.263568 3.5682 -1.8685 -1.2300
C -0.797257 1.702802 0.829923 -2.0110 -1.0528 -3.2331
N -1.154371 -0.792498 1.126822 -0.0048 -0.4415 -0.7193
C -0.460065 -0.865269 -0.285581 -2.0777 3.7331 2.9199
C 0.993714 -0.776735 -0.426216 1.5128 0.3556 1.9072
C 1.625870 -1.472366 -1.458828 -0.0912 1.1045 1.3693
C 3.017154 -1.411888 -1.577564 -2.7792 -1.3227 -1.5656
C 3.743292 -0.650904 -0.786068 4.0401 1.7969 2.1445
C 3.211179 0.044817 0.298324 -0.6722 -0.4919 -0.0759
C 1.841592 -0.089496 0.564447 0.7470 0.6632 -2.3519
H -3.087691 0.938966 -1.238224 0.3338 0.4490 0.3743
H -3.579710 0.727434 0.548342 0.3141 -0.0201 -1.3110
H -3.216817 -0.620945 -0.533144 0.0326 -0.3520 0.0112
H -1.488020 2.471292 1.024513 -1.3226 0.7971 0.3442
H -0.080992 2.188841 0.179428 0.3038 -0.5731 -0.3923
H -0.381841 1.434709 1.710314 1.6177 -0.5534 2.8108
H -1.749580 -1.599362 1.417179 0.0608 1.0189 -0.6822
H -0.612934 -0.507059 1.934669 0.5450 -0.1505 -0.1252
H -1.006839 -1.556912 -0.853550 -0.5539 -0.8049 -0.7739
H 1.073391 -2.003895 -2.197047 -0.4788 -0.4310 -0.2967
H 3.337347 -1.996304 -2.387306 1.2548 -0.4651 -0.8829
H 4.862547 -0.523038 -0.857515 -1.3446 -0.4847 -0.4898
H 3.926021 0.679841 0.864688 -1.0539 -0.5019 -0.1202
H 1.571471 0.692353 1.245927 -1.1281 -0.3962 0.6613
```
Positions in Å, forces in eV/Å.